Here is a molecular structure, C29H38N4O2P2Re at a distorted geometry from the Open Molecules 2025 dataset. Energies are from the ωB97M-V functional and the def2-TZVPD basis.

Output
Energy relative to the best compared isomer or geometry (same formula, charge and spin) = 0.000 eV
Charge = +2
Maximum force = 4.67 eV/A
⟨S²⟩ = 3.7875
HOMO-LUMO gap (alpha / beta) = 0.158 / 0.114 hartree
2S+1 = 4
Highest occupied orbital energy (alpha / beta) = -0.46179 / -0.46178 Eh

Geometry (Å):
1 Re -3.058 1.761 1.450
2 C -3.064 0.117 2.893
3 C -1.746 0.680 2.739
4 C -0.783 -0.102 1.902
5 C -0.971 -0.029 0.389
6 C -2.195 0.739 -0.070
7 C -3.497 0.149 0.204
8 C -3.559 -1.247 0.808
9 C -3.417 -1.256 2.327
10 C -4.257 2.847 0.106
11 H -3.604 0.300 3.823
12 H -1.298 1.202 3.587
13 H -0.873 -1.157 2.165
14 H 0.232 0.250 2.141
15 H -0.107 0.510 -0.009
16 H -0.939 -1.036 -0.062
17 H -2.083 1.284 -1.016
18 H -4.333 0.377 -0.468
19 H -2.781 -1.874 0.356
20 H -4.532 -1.689 0.547
21 H -4.386 -1.540 2.760
22 H -2.712 -2.042 2.648
23 H -5.244 2.378 0.246
24 H -3.973 2.706 -0.941
25 H -4.383 3.924 0.319
26 P 0.513 0.061 -2.492
27 P 2.409 -0.008 0.969
28 N -0.091 -1.261 -3.491
29 N 1.463 0.753 -3.774
30 N 2.614 -1.814 1.308
31 N 3.866 0.515 1.763
32 C 1.923 -0.852 -1.686
33 C 2.877 0.021 -0.833
34 C -1.448 -1.378 -3.822
35 C -1.607 -2.488 -4.643
36 C -0.309 -3.068 -4.835
37 C 0.597 -2.303 -4.114
38 C 1.265 2.082 -4.167
39 C 2.164 2.379 -5.182
40 C 2.949 1.198 -5.425
41 C 2.508 0.218 -4.538
42 C 1.488 -2.463 1.838
43 C 1.705 -3.827 1.893
44 C 3.028 -4.064 1.394
45 C 3.551 -2.818 1.026
46 C 4.964 -0.257 2.174
47 C 6.052 0.569 2.368
48 C 5.602 1.922 2.187
49 C 4.262 1.871 1.849
50 H 2.497 -1.445 -2.417
51 H 1.379 -1.543 -1.023
52 H 3.927 -0.302 -0.960
53 H 2.821 1.081 -1.144
54 H -2.156 -0.675 -3.400
55 H -2.537 -2.836 -5.068
56 H -0.060 -3.923 -5.442
57 H 1.654 -2.459 -3.940
58 H 0.523 2.671 -3.658
59 H 2.255 3.330 -5.677
60 H 3.742 1.079 -6.152
61 H 2.874 -0.777 -4.355
62 H 0.611 -1.909 2.114
63 H 0.979 -4.546 2.242
64 H 3.507 -5.032 1.308
65 H 4.533 -2.589 0.632
66 H 4.861 -1.319 2.294
67 H 7.055 0.241 2.604
68 H 6.206 2.814 2.295
69 H 3.545 2.659 1.676
70 C -4.890 3.701 4.729
71 C -4.478 2.830 3.550
72 O -5.205 1.860 3.249
73 O -3.376 3.162 2.912
74 H -5.848 4.163 4.451
75 H -4.161 4.478 4.967
76 H -5.036 3.045 5.601

Mulliken population analysis, charges in e, atoms 1 to 4: atom 1 (Re): 0.7573, atom 2 (C): -0.9479, atom 3 (C): -1.2056, atom 4 (C): 0.3570

Here is a molecular structure, C29H38NNiO3P2Si at a distorted geometry from the Open Molecules 2025 dataset. Energies are from the ωB97M-V functional and the def2-TZVPD basis.

Output
Energy relative to the best compared isomer or geometry (same formula, charge and spin) = 1.598 eV
Charge = +1
Maximum force = 1.52 eV/A
⟨S²⟩ = 2.1020
HOMO-LUMO gap (alpha / beta) = 0.266 / 0.199 hartree
2S+1 = 3
Highest occupied orbital energy (alpha / beta) = -0.36504 / -0.37585 Eh

Geometry (Å):
1 Ni 0.468 0.267 0.516
2 P 0.937 2.133 -0.499
3 C 2.662 1.882 -0.702
4 C 3.183 0.763 -0.015
5 N 2.256 -0.185 0.420
6 C 2.680 -1.363 0.929
7 C 3.994 -1.532 1.339
8 C 4.926 -0.538 1.043
9 C 4.542 0.568 0.307
10 C 1.645 -2.422 1.222
11 P 0.245 -2.470 0.063
12 H 5.247 1.355 0.038
13 H 4.256 -2.418 1.918
14 H 5.947 -0.635 1.402
15 H 2.134 -3.405 1.195
16 H 1.239 -2.253 2.236
17 H 3.036 1.103 -2.762
18 H 3.345 2.644 -1.069
19 H 1.467 -0.135 -3.562
20 O 2.914 0.618 -3.605
21 H 3.623 0.911 -4.199
22 H -0.069 -1.154 -0.502
23 O 0.596 -0.505 -3.247
24 H 0.469 -1.321 -3.760
25 C 0.732 -3.404 -1.387
26 H 1.028 -4.430 -1.123
27 H -0.122 -3.431 -2.077
28 H 1.573 -2.889 -1.870
29 C -1.108 -3.232 0.955
30 H -1.941 -3.427 0.272
31 H -0.804 -4.193 1.397
32 H -1.454 -2.589 1.774
33 C 0.643 3.354 0.795
34 H 1.198 4.268 0.557
35 H -0.435 3.546 0.843
36 H 0.982 2.938 1.751
37 C 0.177 2.663 -2.033
38 H -0.880 2.876 -1.813
39 H 0.702 3.573 -2.364
40 H 0.262 1.851 -2.768
41 O -1.130 0.910 1.249
42 Si -2.661 1.067 1.695
43 C -3.136 2.855 1.892
44 C -3.573 3.367 3.117
45 C -3.959 4.712 3.215
46 C -3.884 5.548 2.097
47 C -3.429 5.041 0.875
48 C -3.035 3.702 0.778
49 C -3.748 0.389 0.336
50 C -3.406 -0.848 -0.206
51 C -4.130 -1.382 -1.271
52 C -5.194 -0.657 -1.818
53 C -5.546 0.583 -1.275
54 C -4.836 1.102 -0.182
55 C -2.937 0.120 3.274
56 C -3.909 -0.884 3.348
57 C -4.084 -1.604 4.536
58 C -3.309 -1.303 5.659
59 C -2.340 -0.296 5.588
60 C -2.136 0.399 4.389
61 H -3.611 2.722 3.998
62 H -4.297 5.114 4.172
63 H -4.185 6.594 2.170
64 H -3.359 5.683 -0.004
65 H -2.664 3.315 -0.177
66 H -2.561 -1.398 0.213
67 H -3.846 -2.361 -1.655
68 H -5.745 -1.080 -2.658
69 H -6.371 1.149 -1.711
70 H -5.147 2.055 0.256
71 H -4.531 -1.103 2.478
72 H -4.825 -2.403 4.570
73 H -3.466 -1.854 6.588
74 H -1.739 -0.056 6.465
75 H -1.356 1.163 4.340

Mulliken population analysis, charges in e, atoms 1 to 4: atom 1 (Ni): -0.2643, atom 2 (P): 1.3346, atom 3 (C): -2.0391, atom 4 (C): 1.5142

Here is a molecular structure, C29H39AsBF4MoN5O2S from the Open Molecules 2025 dataset. Energies are from the ωB97M-V functional and the def2-TZVPD basis.

Output
Maximum force = 0.65 eV/A
⟨S²⟩ = 2.1002
HOMO-LUMO gap (alpha / beta) = 0.280 / 0.279 hartree
2S+1 = 3
Highest occupied orbital energy (alpha / beta) = -0.26418 / -0.27076 Eh

Geometry (Å):
1 Mo 0.488 -0.644 -1.496
2 F -0.333 0.649 -3.326
3 B -0.069 -0.270 -4.409
4 F 1.015 0.164 -5.139
5 F 0.305 -1.490 -3.691
6 F -1.190 -0.491 -5.149
7 C 0.410 -0.422 0.250
8 C 0.035 -0.444 1.643
9 C -0.124 -1.662 2.321
10 C -0.538 -1.690 3.643
11 C -0.794 -0.506 4.326
12 C -0.635 0.708 3.670
13 C -0.231 0.741 2.345
14 H 0.082 -2.582 1.788
15 H -0.658 -2.641 4.147
16 H -1.110 -0.532 5.362
17 H -0.827 1.638 4.194
18 H -0.120 1.687 1.828
19 C 3.590 -2.305 -2.286
20 N 3.797 -1.215 -3.218
21 C 4.810 -1.449 -4.233
22 C 4.679 -0.435 -5.348
23 C 4.670 0.947 -4.729
24 N 3.587 1.037 -3.765
25 C 2.909 2.312 -3.641
26 C 3.210 -0.017 -3.030
27 O 2.308 0.126 -2.157
28 H 3.077 -3.136 -2.776
29 H 3.002 -1.969 -1.436
30 H 4.559 -2.643 -1.913
31 H 4.675 -2.464 -4.612
32 H 5.804 -1.395 -3.772
33 H 3.739 -0.593 -5.882
34 H 5.502 -0.540 -6.054
35 H 4.501 1.712 -5.487
36 H 5.626 1.163 -4.240
37 H 2.497 2.604 -4.609
38 H 3.610 3.076 -3.298
39 H 2.094 2.226 -2.932
40 C 2.999 2.073 0.454
41 As 4.446 0.859 0.826
42 C 3.622 -0.723 1.556
43 C 5.380 1.689 2.300
44 S 5.692 0.497 -0.802
45 H 2.396 2.225 1.349
46 H 2.387 1.642 -0.336
47 H 3.430 3.016 0.122
48 H 3.133 -0.494 2.502
49 H 4.390 -1.482 1.695
50 H 2.879 -1.066 0.836
51 H 4.729 1.751 3.172
52 H 5.685 2.686 1.989
53 H 6.265 1.100 2.530
54 C -4.552 3.444 5.202
55 C -5.051 2.383 4.259
56 C -4.356 1.193 4.081
57 C -4.826 0.195 3.240
58 C -6.001 0.389 2.520
59 N -6.525 -0.591 1.647
60 C -5.877 -1.394 0.736
61 O -6.463 -2.280 0.146
62 N -4.547 -1.091 0.551
63 C -3.668 -1.732 -0.327
64 C -3.876 -2.994 -0.877
65 C -2.880 -3.525 -1.677
66 C -1.711 -2.820 -1.892
67 N -1.508 -1.614 -1.349
68 C -2.475 -1.079 -0.606
69 C -6.706 1.578 2.690
70 C -6.240 2.552 3.555
71 H -3.471 3.385 5.325
72 H -5.005 3.332 6.189
73 H -4.799 4.441 4.838
74 H -3.431 1.026 4.619
75 H -4.281 -0.738 3.160
76 H -7.524 -0.723 1.630
77 H -4.206 -0.239 0.969
78 H -4.793 -3.527 -0.685
79 H -3.007 -4.498 -2.131
80 H -0.916 -3.209 -2.513
81 H -2.265 -0.104 -0.181
82 H -7.618 1.737 2.127
83 H -6.804 3.470 3.670

Mulliken population analysis, charges in e, atoms 1 to 4: atom 1 (Mo): 0.0187, atom 2 (F): -0.3801, atom 3 (B): 0.4488, atom 4 (F): -0.3665